No. 1
Density functional theory data (ωB97M-V/def2-TZVPD) for 15 unconnected molecules or ions with the total composition C3H36N2O15 in a non-equilibrium geometry.

Calculated values
DFT total energy, Eh: -1373.66398
Frontier orbital gap (spin up / spin down), hartree: 0.3659 / 0.1821
E_LUMO (spin up / spin down), eV: -3.182 / -8.185
⟨S²⟩: 0.7546
F_max, Eh/bohr: 0.0816

The geometry in ORCA input format:
```
! RIJCOSX wB97M-V def2-TZVPD def2/J DEFGRID3
* xyz 1 2
C 0.275 -2.112 0.685
C 0.845 -3.160 -0.190
C 1.328 -2.574 -1.514
N 0.536 -2.747 -2.620
O 2.447 -2.077 -1.615
N 0.927 -0.788 0.666
H 0.044 -2.584 1.658
H -0.765 -1.702 0.322
H 0.170 -3.920 -0.613
H 1.501 -3.795 0.467
H 0.684 -2.330 -3.524
H -0.404 -3.056 -2.450
H 1.736 -0.686 0.056
H 1.105 -0.451 1.637
H -0.179 0.383 4.458
H -1.125 0.833 3.286
O -0.294 0.982 3.716
H 0.330 -0.100 -2.563
H -0.210 0.350 -3.901
O 0.050 -0.444 -3.419
H 1.225 2.259 -0.295
H 1.184 3.671 0.181
O 0.769 2.824 0.358
H -2.711 2.370 -0.317
H -3.086 3.215 0.891
O -3.460 2.570 0.281
H -1.854 1.924 -2.193
H -0.456 1.859 -1.226
O -1.402 1.843 -1.346
H 2.439 0.184 3.578
H 3.282 -0.576 2.525
O 3.056 -0.548 3.455
H 3.244 3.404 -1.184
H 2.682 2.561 -2.293
O 2.589 3.429 -1.890
H -3.961 0.694 -0.424
H -3.005 -0.547 -0.486
O -3.914 -0.253 -0.492
H -2.836 -0.403 1.532
H -2.546 0.983 1.533
O -2.047 0.145 1.630
H -3.257 -2.439 -2.453
H -3.076 -2.849 -0.977
O -2.633 -2.827 -1.840
H 3.462 0.292 -3.193
H 2.562 -0.158 -1.959
O 2.669 0.496 -2.665
H -1.842 -2.261 1.970
H -2.784 -3.476 2.159
O -2.195 -3.056 1.530
H 4.543 2.069 0.855
H 3.265 2.289 1.669
O 3.603 2.239 0.771
H -0.734 2.797 1.080
H -0.719 2.312 2.668
O -1.055 2.942 2.025
*
```


No. 2
Density functional theory data (ωB97M-V/def2-TZVPD) for 9 unconnected molecules or ions with the total composition H18O9 in a non-equilibrium geometry.

Calculated values
DFT total energy, Eh: -687.93002
Frontier orbital gap, hartree: 0.3520
E_LUMO, eV: -0.746
F_max, Eh/bohr: 0.0249
Structure (SMILES): O.O.O.O.O.O.O.O.O

The geometry in ORCA input format:
```
! RIJCOSX wB97M-V def2-TZVPD def2/J DEFGRID3
* xyz 0 1
O -7.379 9.447 0.820
H -8.038 8.754 0.858
H -7.843 10.200 0.452
O -12.284 8.177 1.541
H -11.856 7.845 2.330
H -13.172 8.397 1.824
O -7.951 13.082 0.358
H -8.684 13.383 0.895
H -8.287 12.308 -0.093
O -13.098 7.374 -0.994
H -12.963 7.824 -0.160
H -13.904 6.872 -0.868
O -11.209 10.225 -0.233
H -11.563 9.743 0.515
H -10.671 10.913 0.157
O -11.441 8.421 -2.625
H -12.199 7.930 -2.306
H -11.494 9.263 -2.172
O -8.592 10.914 -1.712
H -9.247 10.340 -2.111
H -8.094 11.260 -2.453
O -9.442 7.584 1.371
H -10.358 7.841 1.269
H -9.480 6.710 1.761
O -12.608 12.754 -1.659
H -13.096 12.649 -0.842
H -12.294 11.874 -1.865
*
```


No. 3
Density functional theory data (ωB97M-V/def2-TZVPD) for a gas-phase ion, C2H2NO2S (charge -1) in a non-equilibrium geometry.

Calculated values
DFT total energy, Eh: -680.55009
Frontier orbital gap (spin up / spin down), hartree: 0.2262 / 0.2447
E_LUMO (spin up / spin down), eV: 4.134 / 3.285
⟨S²⟩: 2.0186
F_max, Eh/bohr: 0.0360

The geometry in ORCA input format:
```
! RIJCOSX wB97M-V def2-TZVPD def2/J DEFGRID3
* xyz -1 3
C 1.395 0.155 0.628
C 0.251 1.015 0.562
N 1.424 0.818 -0.443
O -1.196 -1.986 0.267
O -2.315 0.642 -0.343
S -1.030 -0.016 -0.239
H 1.964 -0.590 1.142
H -0.492 -0.039 -1.574
*
```


No. 4
Density functional theory data (ωB97M-V/def2-TZVPD) for a molecular structure, C46H69AsCsF3N3O9SSi in a non-equilibrium geometry.

Calculated values
DFT total energy, Eh: -5879.08543
Frontier orbital gap, hartree: 0.2459
E_LUMO, eV: 1.958
F_max, Eh/bohr: 0.0497

The geometry in ORCA input format:
```
! RIJCOSX wB97M-V def2-TZVPD def2/J DEFGRID3
* xyz -1 1
Cs -0.080 0.290 0.296
C 3.506 2.209 3.242
C 3.992 0.771 3.374
C 4.722 0.578 4.698
C 4.919 0.417 2.214
O 2.867 -0.100 3.266
Si 1.766 -0.610 4.362
S 0.219 -1.577 3.443
O 1.266 0.799 5.106
C 0.656 0.986 6.401
C -0.051 2.337 6.340
C -0.358 -0.115 6.694
C 1.756 1.016 7.460
O 2.527 -1.420 5.581
C 2.976 -2.771 5.688
C 1.794 -3.661 6.061
C 3.613 -3.228 4.382
C 4.015 -2.773 6.810
H 4.353 2.898 3.243
H 2.852 2.463 4.074
H 2.957 2.335 2.311
H 5.601 1.225 4.731
H 5.048 -0.454 4.808
H 4.079 0.822 5.542
H 5.802 1.059 2.204
H 4.396 0.524 1.268
H 5.241 -0.619 2.296
H -0.878 2.312 5.631
H 0.652 3.112 6.032
H -0.447 2.606 7.319
H -1.097 -0.174 5.897
H -0.868 0.092 7.637
H 0.132 -1.082 6.773
H 2.446 1.838 7.263
H 2.311 0.084 7.455
H 1.322 1.168 8.451
H 1.020 -3.603 5.300
H 1.368 -3.335 7.011
H 2.114 -4.698 6.166
H 2.877 -3.273 3.587
H 4.051 -4.221 4.495
H 4.397 -2.537 4.078
H 3.570 -2.393 7.729
H 4.857 -2.133 6.547
H 4.389 -3.781 6.994
O -2.811 2.189 3.005
H -1.848 2.088 3.116
H -2.939 2.128 2.053
O 0.020 2.190 3.043
H 0.411 1.647 3.761
H 0.326 3.083 3.221
O 1.078 -4.225 1.922
H 0.300 -4.280 1.344
H 0.820 -3.522 2.568
O 2.727 -0.969 -2.735
H 2.094 -1.700 -2.722
H 3.209 -1.076 -1.901
O -1.878 -3.445 1.774
H -1.425 -2.710 2.225
H -2.106 -4.043 2.495
O -2.306 0.751 -0.998
N -1.860 2.188 -0.890
N 2.955 -2.678 0.727
C 3.579 -1.910 0.125
H 2.264 -3.311 1.197
F 4.038 5.686 -6.446
C 3.091 6.311 -5.718
F 3.712 7.334 -5.077
F 2.252 6.901 -6.616
C 2.368 5.403 -4.781
C 1.438 5.952 -3.901
C 0.726 5.144 -3.044
C 0.925 3.752 -3.046
C 1.889 3.213 -3.918
C 2.594 4.027 -4.780
C -0.851 2.486 -1.648
C 0.169 2.918 -2.199
H 1.264 7.020 -3.891
H -0.003 5.570 -2.371
H 2.075 2.148 -3.900
H 3.326 3.592 -5.448
C -1.326 4.231 -6.615
C -1.619 3.071 -5.715
C -2.725 3.071 -4.882
C -2.951 2.054 -3.956
C -4.157 2.165 -3.075
C -2.011 1.021 -3.873
As -2.201 -0.258 -2.443
N -0.916 -1.296 -1.920
C -0.612 -2.541 -2.404
C -1.202 -3.194 -3.493
C -0.790 -4.458 -3.883
C 0.225 -5.120 -3.214
C 0.823 -4.490 -2.128
C 0.415 -3.236 -1.728
C -3.903 -1.189 -2.588
C -4.503 -1.422 -3.830
C -3.963 -0.949 -5.150
C -5.693 -2.150 -3.869
C -6.288 -2.649 -2.725
C -7.567 -3.429 -2.788
C -5.655 -2.427 -1.511
C -4.465 -1.712 -1.418
C -3.831 -1.557 -0.072
C -0.909 0.972 -4.731
C 0.135 -0.093 -4.657
C -0.747 1.997 -5.653
H -2.227 4.805 -6.832
H -0.885 3.908 -7.558
H -0.610 4.897 -6.131
H -3.431 3.891 -4.933
H -4.888 2.821 -3.546
H -3.865 2.580 -2.108
H -4.644 1.204 -2.887
H -2.007 -2.717 -4.043
H -1.277 -4.925 -4.731
H 0.549 -6.104 -3.528
H 1.620 -4.983 -1.583
H 0.881 -2.771 -0.869
H -2.885 -1.082 -5.256
H -4.158 0.112 -5.314
H -4.446 -1.511 -5.950
H -6.156 -2.335 -4.831
H -7.947 -3.485 -3.807
H -8.333 -2.966 -2.166
H -7.425 -4.447 -2.424
H -6.083 -2.830 -0.601
H -4.332 -2.198 0.649
H -3.881 -0.524 0.275
H -2.780 -1.855 -0.092
H 0.684 -0.043 -3.715
H 0.849 0.037 -5.469
H -0.279 -1.102 -4.733
H 0.118 1.976 -6.304
*
```


No. 5
Density functional theory data (ωB97M-V/def2-TZVPD) for a molecular structure, C27H27Cl2InN3O3 in a non-equilibrium geometry.

Calculated values
DFT total energy, Eh: -2544.62702
Frontier orbital gap, hartree: 0.2081
E_LUMO, eV: -11.234
F_max, Eh/bohr: 0.0361

The geometry in ORCA input format:
```
! RIJCOSX wB97M-V def2-TZVPD def2/J DEFGRID3
* xyz 3 1
In 0.031 -0.324 0.107
C 4.479 1.127 -0.474
O 3.542 2.245 -0.489
C 2.357 1.761 -0.262
N 2.263 0.493 -0.064
C 3.585 -0.114 -0.159
C 3.708 -1.212 -1.190
C 4.913 -1.908 -1.258
C 5.070 -2.937 -2.171
C 4.024 -3.280 -3.022
C 2.819 -2.598 -2.952
C 2.671 -1.546 -2.057
C 1.184 2.644 -0.234
C 1.225 4.030 -0.167
C 0.015 4.718 -0.124
C -1.184 4.013 -0.175
C -1.117 2.628 -0.242
N 0.038 1.986 -0.264
C -2.282 1.734 -0.279
N -2.184 0.478 -0.021
C -3.506 -0.133 -0.139
C -4.386 1.077 -0.571
O -3.459 2.203 -0.571
C -3.571 -1.311 -1.093
C -4.826 -1.832 -1.405
C -4.930 -2.954 -2.210
C -3.792 -3.568 -2.716
C -2.539 -3.053 -2.413
C -2.441 -1.914 -1.628
H 5.229 1.316 0.291
H 4.959 1.071 -1.449
H 3.840 -0.537 0.816
H 5.722 -1.652 -0.585
H 6.006 -3.476 -2.220
H 4.164 -4.057 -3.760
H 2.019 -2.855 -3.634
H 1.751 -0.957 -2.069
H 2.172 4.551 -0.136
H 0.007 5.798 -0.049
H -2.142 4.514 -0.156
H -3.801 -0.494 0.850
H -5.192 1.298 0.125
H -4.791 0.976 -1.577
H -5.718 -1.366 -1.005
H -5.906 -3.363 -2.431
H -3.875 -4.428 -3.365
H -1.656 -3.518 -2.830
H -1.448 -1.471 -1.473
Cl 0.531 1.342 5.322
C -0.004 -0.006 4.348
Cl -0.014 0.521 2.607
H -1.023 -0.276 4.604
H 0.688 -0.836 4.434
C -0.914 -4.560 1.798
C -0.348 -3.588 0.825
C 0.245 -4.140 -0.415
O -0.408 -2.374 1.077
H -0.511 -5.560 1.661
H -1.996 -4.604 1.630
H -0.765 -4.230 2.825
H -0.461 -4.828 -0.885
H 1.119 -4.744 -0.154
H 0.539 -3.359 -1.118
*
```


No. 6
Density functional theory data (ωB97M-V/def2-TZVPD) for 2 unconnected molecules or ions with the total composition CH2O2S3 in a non-equilibrium geometry.

Calculated values
DFT total energy, Eh: -1384.16083
Frontier orbital gap (spin up / spin down), hartree: 0.3068 / 0.3069
E_LUMO (spin up / spin down), eV: -1.540 / -1.539
F_max, Eh/bohr: 0.0827

The geometry in ORCA input format:
```
! RIJCOSX wB97M-V def2-TZVPD def2/J DEFGRID3
* xyz 0 1
C 0.145 -0.409 -0.008
O -1.158 1.933 0.721
O 1.138 2.074 -0.142
S 0.877 -0.191 1.722
S -1.319 -1.396 -0.187
S 0.093 1.300 0.441
H 1.180 -1.073 -1.321
H -0.956 -2.238 -1.226
*
```


Result set for energy relative to the best compared isomer or geometry (same formula, charge and spin): 15.0; 60.1; 104.8; 2.3; 31.1; 98.5 kcal per mole, one per record in the order listed.